1.
ORCA calculation (ωB97M-V with the def2-TZVPD basis set) on a structure of composition C4H7O2Rb in a non-equilibrium geometry.

Properties
E_LUMO ... -0.0381 hartree
Largest force on an atom ... 0.105 hartree/bohr
HOMO ... -6.77 eV
Frontier orbital gap ... 5.7373 eV

```
! wB97M-V def2-TZVPD RIJCOSX def2/J DEFGRID3
* xyz 0 1
H -2.035 -2.114 -1.189
O -3.692 -0.123 -2.196
C -3.324 -0.848 -1.299
H -4.046 -1.565 -0.843
C -1.988 -0.391 -0.108
C -1.169 -1.619 -0.246
C 0.263 -1.448 -0.757
H -2.556 -0.350 0.833
H -1.514 0.508 -0.521
H -1.230 -2.273 0.638
H 0.247 -0.603 -1.492
H 0.485 -2.347 -1.382
O 1.179 -1.273 0.248
Rb 1.315 0.233 2.631
*
```


2.
ORCA calculation (ωB97M-V with the def2-TZVPD basis set) on a structure of composition C36H28GeMnN2O7Se.

Properties
⟨S²⟩ ... 1.060
E_LUMO (alpha / beta) ... 0.1581 / 0.1588 hartree
Largest force on an atom ... 0.019 hartree/bohr
HOMO (alpha / beta) ... -1.82 / -1.81 eV
Frontier orbital gap (alpha / beta) ... 6.1220 / 6.1339 eV

```
! wB97M-V def2-TZVPD RIJCOSX def2/J DEFGRID3
* xyz -2 2
Mn 0.008 0.214 -0.210
C -3.884 -0.283 1.511
C -2.377 -0.100 1.476
O -1.884 0.185 0.346
C -1.664 -0.243 2.655
C -0.266 -0.075 2.766
C 0.357 -0.030 4.136
N 0.511 0.056 1.726
N 1.840 0.311 1.979
C 2.472 0.543 0.863
O 1.898 0.499 -0.289
C 3.909 0.877 0.920
C 4.572 1.028 2.138
C 5.912 1.374 2.167
C 6.611 1.580 0.984
C 5.958 1.424 -0.231
C 4.616 1.078 -0.264
H -4.270 -0.249 0.494
H -4.353 0.506 2.103
H -4.131 -1.243 1.967
H -2.223 -0.425 3.564
H -0.386 -0.263 4.899
H 0.770 0.964 4.315
H 1.186 -0.735 4.188
H 4.011 0.870 3.049
H 6.415 1.489 3.121
H 7.657 1.865 1.014
H 6.498 1.578 -1.158
H 4.091 0.956 -1.202
O 1.266 5.437 -2.933
C 0.809 4.442 -2.412
C 0.577 3.122 -3.094
O 0.628 2.928 -4.305
C 0.244 2.197 -2.029
C 0.140 2.872 -0.789
O -0.114 2.215 0.254
C 0.375 4.309 -0.979
O 0.229 5.215 -0.179
O 0.028 0.921 -2.039
C -0.791 -1.437 -1.250
Ge -0.986 -1.266 -3.203
C -1.749 -3.033 -3.786
C -2.308 -3.111 -5.062
C -2.898 -4.278 -5.524
C -2.943 -5.400 -4.705
C -2.389 -5.343 -3.435
C -1.796 -4.170 -2.982
C 0.595 -1.080 -4.356
C 1.753 -1.761 -3.985
C 2.901 -1.669 -4.758
C 2.903 -0.890 -5.908
C 1.754 -0.210 -6.284
C 0.603 -0.310 -5.513
C -2.607 -0.152 -3.466
C -2.597 1.167 -3.913
C -3.704 1.987 -3.742
C -4.858 1.486 -3.156
C -4.909 0.153 -2.773
C -3.790 -0.654 -2.924
H -1.736 -1.799 -0.854
H -2.282 -2.230 -5.697
H -3.327 -4.313 -6.519
H -3.406 -6.313 -5.062
H -2.424 -6.219 -2.795
H -1.359 -4.132 -1.989
H 1.762 -2.350 -3.074
H 3.799 -2.194 -4.455
H 3.801 -0.810 -6.510
H 1.758 0.418 -7.167
H -0.280 0.246 -5.799
H -1.712 1.557 -4.396
H -3.651 3.028 -4.039
H -5.716 2.131 -3.005
H -5.816 -0.248 -2.334
H -3.828 -1.693 -2.611
Se 0.626 -2.290 -0.398
*
```